1.
ORCA calculation (wB97M-V/def2-TZVPD) on 2 unconnected molecules or ions with the total composition C6H12O.

The geometry in ORCA input format:
```
! RIJCOSX wB97M-V def2-TZVPD def2/J DEFGRID3
* xyz 0 1
H 1.805 0.581 -1.422
C 0.814 0.861 -1.804
H 0.262 0.848 2.156
C -0.513 0.245 0.219
H -2.257 -1.040 0.172
H -1.574 -0.831 1.808
H -0.106 -2.279 0.093
C 0.349 1.121 1.096
H -2.440 0.499 1.032
H 1.411 1.062 0.826
H -0.847 -0.606 -1.671
H 0.803 0.676 -2.881
C -0.269 0.115 -1.092
H 0.675 1.935 -1.636
C 0.865 -1.804 0.330
H 0.032 2.165 0.992
C -1.752 -0.335 0.844
H 0.981 -1.556 1.406
O 1.760 -1.658 -0.468
*
```

**HOMO level**: -8.87 eV
**SMILES string**: CC=C(C)C.C=O
**Energy**: -310.9893 Ha
**Energy above the lowest of the compared OMol25 structures with the same formula, charge and spin**: 183.8 kJ/mol
**M**: 100.2 g mol⁻¹

2.
ORCA calculation (wB97M-V/def2-TZVPD) on 2 unconnected molecules or ions with the total composition C6H12O.

The geometry in ORCA input format:
```
! RIJCOSX wB97M-V def2-TZVPD def2/J DEFGRID3
* xyz 0 1
H 2.176 -2.202 -0.527
H -2.313 0.533 0.247
H -2.341 2.120 1.062
H -0.933 0.240 2.750
H -0.333 2.795 -0.245
H 0.121 -2.609 -1.956
C -0.410 1.729 -0.005
H -0.223 1.141 -0.912
C -1.700 1.286 0.755
C 1.668 -1.313 -0.121
C 0.338 1.232 1.212
H 1.398 1.199 1.447
O 0.277 -1.383 -0.289
H -1.190 -1.430 -1.667
H 0.381 -0.875 -2.306
H 1.858 -1.252 0.953
C -0.108 -1.586 -1.620
H 2.093 -0.417 -0.605
C -0.759 0.791 1.830
*
```

**HOMO level**: -9.08 eV
**SMILES string**: C1=CCC1.COC
**Energy**: -310.9547 Ha
**Energy above the lowest of the compared OMol25 structures with the same formula, charge and spin**: 274.5 kJ/mol
**M**: 100.2 g mol⁻¹

3.
ORCA calculation (wB97M-V/def2-TZVPD) on 2 unconnected molecules or ions with the total composition C6H12O.

The geometry in ORCA input format:
```
! RIJCOSX wB97M-V def2-TZVPD def2/J DEFGRID3
* xyz 0 1
C -0.009 0.018 -0.891
C -1.126 0.822 -2.960
C 1.771 -1.698 2.048
H -2.348 2.086 1.859
H 1.992 -0.955 -0.507
H 1.471 -2.654 1.606
C 1.020 -0.676 1.234
H -1.433 1.856 -2.792
H 0.903 1.227 -2.312
H -1.940 0.105 -2.888
H 1.384 -1.791 3.060
C 1.096 -0.501 -0.089
H -1.007 -0.270 -0.563
H -0.851 0.725 -4.015
O -1.873 1.408 2.362
H -2.143 1.653 3.256
H 2.855 -1.650 1.986
H 0.145 -0.250 1.725
C 0.094 0.546 -2.121
*
```

**HOMO level**: -8.05 eV
**SMILES string**: C/C=C/C=C/C.O
**Energy**: -310.9767 Ha
**Energy above the lowest of the compared OMol25 structures with the same formula, charge and spin**: 216.7 kJ/mol
**M**: 100.2 g mol⁻¹

4.
ORCA calculation (wB97M-V/def2-TZVPD) on a molecular structure, C6H12O.

The geometry in ORCA input format:
```
! RIJCOSX wB97M-V def2-TZVPD def2/J DEFGRID3
* xyz 0 1
H -0.774 -0.766 -2.666
H 2.024 -0.359 1.091
C 0.416 -0.635 -0.205
H 0.820 0.494 3.046
H 0.594 -1.556 -0.760
O -2.000 -0.787 -0.317
H -0.976 1.017 -0.187
C 0.859 -0.690 1.230
H 1.451 1.324 -0.038
H -0.278 1.155 1.813
C 0.152 0.228 2.221
H -0.115 0.879 -2.492
H 2.498 -0.055 -0.647
H -0.673 -0.342 2.674
C -0.911 0.200 -2.166
C -0.883 0.021 -0.653
H -1.875 0.614 -2.480
C 1.605 0.252 -0.088
H -1.936 -0.993 0.625
*
```

**HOMO level**: -8.15 eV
**Energy**: -310.9185 Ha
**Energy above the lowest of the compared OMol25 structures with the same formula, charge and spin**: 369.7 kJ/mol
**M**: 100.2 g mol⁻¹

5.
ORCA calculation (wB97M-V/def2-TZVPD) on 2 unconnected molecules or ions with the total composition C6H12O.

The geometry in ORCA input format:
```
! RIJCOSX wB97M-V def2-TZVPD def2/J DEFGRID3
* xyz 0 1
H 0.485 1.666 -1.114
H 0.944 0.608 -2.539
O -1.137 -1.272 1.241
H 1.283 1.279 1.190
C 0.698 0.668 -1.487
H 0.118 -1.391 -1.357
H 2.219 -1.080 -0.556
H -2.980 -1.098 -0.245
H -0.191 -1.317 1.368
C 1.566 -0.246 -0.300
H -0.899 0.828 0.869
H 2.954 0.903 0.864
C -2.621 -0.116 0.077
H 1.976 -0.228 1.792
H -2.064 0.671 -1.302
C 1.960 0.462 0.943
C -1.214 -0.143 0.461
H -3.298 0.291 0.846
C 0.201 -0.486 -0.752
*
```

**HOMO level**: -8.50 eV
**Energy**: -310.8426 Ha
**Energy above the lowest of the compared OMol25 structures with the same formula, charge and spin**: 568.8 kJ/mol
**M**: 100.2 g mol⁻¹

6.
ORCA calculation (wB97M-V/def2-TZVPD) on 2 unconnected molecules or ions with the total composition C6H12O.

The geometry in ORCA input format:
```
! RIJCOSX wB97M-V def2-TZVPD def2/J DEFGRID3
* xyz 0 1
H 0.828 -1.582 1.156
H -1.280 1.018 -1.710
H -0.077 -0.184 -1.441
H -2.204 2.293 1.082
H -1.138 3.196 -0.095
C 0.055 0.351 1.311
H 1.474 -0.484 -0.061
C -0.460 0.356 2.544
H 0.792 -3.351 -3.863
C -0.485 1.226 0.247
H 0.067 -0.240 3.283
C -1.299 2.290 0.486
O 0.840 -3.906 -3.072
C -0.322 0.854 -1.228
H 0.410 1.489 -1.737
C 1.218 -0.576 0.991
H -1.357 0.860 2.864
H 0.884 -3.184 -2.428
H 2.052 -0.427 1.670
*
```

**HOMO level**: -7.85 eV
**SMILES string**: C=C(C)C(=C)C.O
**Energy**: -310.9439 Ha
**Energy above the lowest of the compared OMol25 structures with the same formula, charge and spin**: 302.8 kJ/mol
**M**: 100.2 g mol⁻¹

7.
ORCA calculation (wB97M-V/def2-TZVPD) on C6H12O in the gas phase.

The geometry in ORCA input format:
```
! RIJCOSX wB97M-V def2-TZVPD def2/J DEFGRID3
* xyz 0 1
C 2.510 -0.465 -0.321
H -1.759 1.121 -1.094
H -1.494 -1.302 -1.341
C 0.425 -0.019 0.540
H 0.504 2.103 0.755
H 2.591 0.201 -1.191
C 0.210 1.409 -0.031
H 0.717 1.709 -0.957
H 0.852 0.101 1.573
O 1.188 -0.938 -0.190
H -1.389 -2.380 0.074
H 3.173 -1.321 -0.461
H -2.815 -1.358 -0.171
C -1.722 -1.396 -0.273
C -1.112 -0.252 0.528
H -1.928 1.855 0.508
H -1.463 -0.318 1.560
H 2.832 0.086 0.580
C -1.321 1.162 -0.087
*
```

**HOMO level**: -9.40 eV
**SMILES string**: CO[C@H]1CC[C@H]1C
**Energy**: -311.0009 Ha
**Energy above the lowest of the compared OMol25 structures with the same formula, charge and spin**: 153.2 kJ/mol
**M**: 100.2 g mol⁻¹

8.
ORCA calculation (wB97M-V/def2-TZVPD) on C6H12O in the gas phase.

The geometry in ORCA input format:
```
! RIJCOSX wB97M-V def2-TZVPD def2/J DEFGRID3
* xyz 0 1
H 0.722 -1.274 0.039
H 3.141 -0.627 -0.144
H -0.803 1.924 -1.517
H 0.621 -0.715 2.277
C -0.716 0.937 -1.076
C -2.146 -0.941 -0.061
C 0.026 0.710 0.186
H 2.684 1.077 0.099
C 1.090 -0.307 0.416
C -1.475 0.411 0.110
H 0.223 1.644 0.724
H -2.989 -0.908 -0.770
C 2.353 0.110 -0.296
H -0.547 0.143 -1.805
H -1.735 0.996 0.969
H -1.444 -1.677 -0.468
H 2.145 0.226 -1.363
O 1.403 -0.405 1.802
H -2.552 -1.323 0.879
*
```

**HOMO level**: -9.48 eV
**SMILES string**: C[C@@H]1C[C@@H]1[C@@H](C)O
**Energy**: -310.9984 Ha
**Energy above the lowest of the compared OMol25 structures with the same formula, charge and spin**: 159.7 kJ/mol
**M**: 100.2 g mol⁻¹

9.
ORCA calculation (wB97M-V/def2-TZVPD) on C6H12O in the gas phase.

The geometry in ORCA input format:
```
! RIJCOSX wB97M-V def2-TZVPD def2/J DEFGRID3
* xyz 0 1
C -0.609 0.670 0.565
H 1.904 0.408 2.347
H 0.502 1.194 -1.358
H -1.107 1.318 1.285
C 1.578 -0.755 0.206
H 0.438 2.506 -0.081
H -2.476 -0.406 0.475
H 0.854 -1.508 -0.112
H 2.238 -0.553 -0.646
C -1.455 -0.693 -1.382
C -1.443 -0.526 0.130
C 0.354 1.448 -0.311
C 0.902 0.518 0.709
H 2.192 -1.219 0.988
O 1.542 1.119 1.804
H -1.761 0.287 -1.770
H -2.132 -1.484 -1.721
H -1.061 -1.412 0.653
H -0.458 -0.911 -1.785
*
```

**HOMO level**: -9.03 eV
**SMILES string**: CC[C@@H]1C[C@@]1(C)O
**Energy**: -311.0097 Ha
**Energy above the lowest of the compared OMol25 structures with the same formula, charge and spin**: 130.3 kJ/mol
**M**: 100.2 g mol⁻¹

10.
ORCA calculation (wB97M-V/def2-TZVPD) on C6H12O in the gas phase.

The geometry in ORCA input format:
```
! RIJCOSX wB97M-V def2-TZVPD def2/J DEFGRID3
* xyz 0 1
H -1.870 1.487 -0.512
H 0.185 -0.188 2.236
H 0.397 0.363 -0.534
H 3.259 -0.611 -0.996
C 2.415 0.081 -1.097
H -2.889 0.071 -0.809
C 1.423 -0.148 0.042
H 1.935 -0.082 -2.067
H -0.482 1.453 1.731
H 1.951 -0.033 0.992
H -3.035 0.963 0.721
O 0.815 -1.421 -0.088
C -0.330 0.403 1.486
C -2.327 0.611 -0.038
C -1.245 -0.264 0.580
H 2.801 1.105 -1.061
C -0.403 -0.947 -0.542
H -1.679 -1.136 1.097
H -0.922 -1.710 -1.140
*
```

**HOMO level (spin up / spin down)**: -7.62 / -7.47 eV
**Energy**: -310.8361 Ha
**Energy above the lowest of the compared OMol25 structures with the same formula, charge and spin**: 585.9 kJ/mol
**M**: 100.2 g mol⁻¹

11.
ORCA calculation (wB97M-V/def2-TZVPD) on C6H12O in the gas phase.

The geometry in ORCA input format:
```
! RIJCOSX wB97M-V def2-TZVPD def2/J DEFGRID3
* xyz 0 1
H 1.510 -2.391 -0.948
O -0.946 0.220 1.168
H 1.419 -1.874 1.466
H -2.231 2.566 0.399
C 0.751 0.099 0.878
H 1.079 1.133 0.990
H 0.199 -1.820 -1.974
H -2.355 0.003 -0.294
C 0.839 -0.375 -0.515
H -0.566 2.545 -0.200
C 0.587 -1.802 -0.948
H 1.533 0.172 -1.158
H 2.260 -0.467 2.331
C -1.550 2.071 -0.305
C 1.540 -0.802 1.583
C -1.450 0.573 -0.015
H -0.564 0.187 -0.829
H -1.907 2.253 -1.327
H -0.147 -2.290 -0.300
*
```

**HOMO level**: -8.15 eV
**Energy**: -310.8802 Ha
**Energy above the lowest of the compared OMol25 structures with the same formula, charge and spin**: 470.1 kJ/mol
**M**: 100.2 g mol⁻¹

12.
ORCA calculation (wB97M-V/def2-TZVPD) on C6H12O in the gas phase.

The geometry in ORCA input format:
```
! RIJCOSX wB97M-V def2-TZVPD def2/J DEFGRID3
* xyz 0 1
C -0.225 -0.081 -1.270
H 1.479 -1.378 -1.968
H -2.388 1.250 -0.152
C 1.685 -0.688 0.266
O -0.977 -0.959 0.903
H -1.911 -1.088 0.707
H 1.764 -1.487 1.012
H 2.728 -0.291 0.206
H -1.092 2.345 0.374
H 0.236 0.737 -1.853
H 1.198 1.469 0.571
H -1.162 -0.320 -1.812
C -0.535 0.245 0.263
C -1.541 1.359 0.530
C 0.846 0.465 0.852
H 0.213 -2.158 -1.064
H -1.934 1.336 1.557
H 0.845 0.426 1.949
C 0.808 -1.214 -1.116
*
```

**HOMO level**: -10.12 eV
**SMILES string**: CC1(O)CCCC1
**Energy**: -311.0282 Ha
**Energy above the lowest of the compared OMol25 structures with the same formula, charge and spin**: 81.5 kJ/mol
**M**: 100.2 g mol⁻¹

13.
ORCA calculation (wB97M-V/def2-TZVPD) on C6H12O in the gas phase.

The geometry in ORCA input format:
```
! RIJCOSX wB97M-V def2-TZVPD def2/J DEFGRID3
* xyz 0 1
H 1.405 0.342 2.242
H 1.422 -0.196 -2.787
H 0.082 -0.353 3.189
C -0.253 -0.387 1.045
C -0.966 1.018 1.009
C 0.462 -0.614 -0.269
C -0.216 -0.524 -1.413
H 0.053 -1.095 -3.493
C 0.333 -0.305 -2.789
O -0.685 1.817 -0.119
H -1.030 -1.154 1.154
H -1.306 -0.468 -1.340
H -0.662 1.575 1.905
H 0.096 1.424 -0.535
H -2.053 0.880 1.045
C 0.665 -0.467 2.267
H 1.202 -1.420 2.327
H -0.101 0.629 -3.172
H 1.551 -0.705 -0.269
*
```

**HOMO level**: -9.42 eV
**SMILES string**: C/C=C/[C@@H](C)CO
**Energy**: -311.0084 Ha
**Energy above the lowest of the compared OMol25 structures with the same formula, charge and spin**: 133.5 kJ/mol
**M**: 100.2 g mol⁻¹